The following is a DFT calculation (wB97M-V/def2-TZVPD) of a single C5H4N2O molecule.

Results
* ΔE to the lowest compared entry with this formula, charge and spin: 822.07 kJ/mol
* HOMO-LUMO gap: 10.55 eV
* calculated total energy: -10268.2421 eV

Bonds (Å) are listed after each position.
Geometry (Å):
1 C 1.012 2.317 -0.344  C2 1.259, H9 1.054
2 C 0.175 1.443 0.004  C1 1.259, C3 1.387
3 C -0.786 0.576 0.504  C2 1.387, C4 1.476, O6 1.528, H10 1.097
4 C -2.079 0.370 -0.176  C3 1.476, N5 1.222
5 N -3.023 -0.300 -0.566  C4 1.222
6 O -0.181 -0.800 0.778  C3 1.528, N7 1.594
7 N 0.738 -0.683 -0.518  O6 1.594, C8 1.314
8 C 0.977 -1.954 -0.283  N7 1.314, H11 1.334, H12 1.249
9 H 1.622 3.176 -0.381  C1 1.054
10 H -0.793 1.036 1.499  C3 1.097
11 H 0.650 -2.795 0.699  C8 1.334
12 H 1.688 -2.387 -1.215  C8 1.249

natural (NBO) charges in e: atom 1 (C): -0.169, atom 2 (C): -0.031, atom 3 (C): -0.131, atom 4 (C): 0.257, atom 5 (N): -0.254, atom 6 (O): -0.431, atom 7 (N): -0.136, atom 8 (C): -0.053, atom 9 (H): 0.242, atom 10 (H): 0.281, atom 11 (H): 0.248, atom 12 (H): 0.177